Formula: C44H101CuKN5O21
Source: the Open Molecules 2025 dataset
Level of theory: ωB97M-V/def2-TZVPD

Results
Multiplicity: 2
E_HOMO (spin up / spin down), eV: -9.7 / -9.7
HOMO-LUMO gap (spin up / spin down), eV: 7.36 / 5.18
Expectation value of S²: 0.753
E_LUMO (spin up / spin down), Ha: -0.0868 / -0.1666
Total charge: +1

```
173
Properties=species:S:1:pos:R:3:forces:R:3
H 3.815 -2.050 -1.096 -0.357 -0.237 -0.653
H 0.497 3.598 4.312 -0.674 -0.178 -0.048
H 0.915 -7.125 7.482 -0.238 -0.098 0.399
C 5.448 5.602 1.156 0.397 -1.071 0.800
C -1.029 -3.167 6.096 0.597 -0.741 0.502
C 5.401 6.722 3.457 0.434 -0.637 0.026
H -0.017 -3.023 6.474 0.052 0.846 0.803
C 0.301 5.267 -3.062 0.666 1.318 0.151
H -3.160 -6.162 3.664 -0.227 0.079 0.071
H -0.705 5.636 -3.261 -0.250 -0.431 0.339
H -3.232 -8.912 5.623 0.190 -0.321 0.460
C -4.134 -1.878 -3.149 1.031 0.205 -1.529
H -1.265 -5.311 -0.418 -0.679 -0.256 -0.633
H -0.840 5.837 2.303 -0.357 0.396 -0.511
H 2.081 -2.697 -3.047 -0.440 0.152 -0.237
C -1.976 1.519 -3.482 0.168 -0.702 0.520
H 0.769 -1.448 -4.999 -0.033 -0.429 -0.046
O -1.499 1.064 -4.752 -0.900 0.390 1.704
O 2.474 -0.796 -2.253 -0.061 0.515 1.100
H 6.049 6.750 4.333 0.305 -0.136 -0.060
C 2.179 0.755 -5.410 -0.670 1.206 0.177
H -2.752 -7.422 -6.174 0.175 -0.176 -0.633
H -1.202 -4.202 6.390 -0.010 -0.452 -1.314
N 1.105 0.496 -4.391 3.348 0.197 0.871
C -3.766 -1.623 -1.676 -0.366 -2.255 -2.877
C 2.080 2.242 -5.983 0.044 -0.851 1.314
C -0.956 -5.734 -4.269 2.786 1.075 -1.733
H 4.440 6.410 3.868 -0.587 0.882 -0.061
H 1.591 2.091 -8.419 0.302 -0.597 -0.258
H 5.753 8.967 3.504 1.164 -0.644 0.719
C 1.421 6.275 -4.892 0.308 1.746 -1.684
O 0.968 4.406 4.528 -0.864 -0.886 -0.253
H -2.268 -7.071 1.219 -0.111 -0.552 0.088
O -1.991 -6.316 -4.819 -0.712 0.579 0.262
H 5.787 4.376 -0.560 -0.145 -0.263 -0.301
H -1.843 -2.163 -5.544 0.286 -0.004 0.389
H -2.366 -8.106 7.976 -0.173 0.746 0.168
C 0.625 1.323 0.501 -1.781 -0.846 3.104
H -3.482 -7.837 3.167 -0.066 -0.038 0.211
C 5.426 8.181 2.823 0.897 -1.379 2.198
H -3.288 -1.305 -5.794 -0.725 0.436 0.963
H -1.645 -3.701 -1.181 -0.171 -0.168 0.338
H 0.647 6.949 -5.259 -0.599 -0.038 0.108
H -5.407 0.089 2.120 0.307 -0.120 0.445
C -1.043 -0.220 2.245 -2.754 -1.166 2.410
H -4.415 -2.975 2.168 0.159 0.253 -0.032
O -0.953 -5.798 2.136 0.390 -0.792 0.820
H 0.784 6.029 -2.450 0.229 0.621 -0.520
C -1.078 -0.584 0.943 2.387 1.637 -4.270
H -3.358 -2.583 -1.359 0.689 0.142 0.428
O -0.424 1.531 3.899 -1.012 -1.144 0.234
H 2.158 -1.954 5.399 0.453 0.396 -0.325
H 0.562 7.594 0.559 -0.118 0.180 -0.078
H 0.639 0.667 -7.806 0.450 -0.157 0.792
O -1.233 -5.368 -3.055 -1.495 -0.147 0.658
O -0.284 7.159 0.688 -0.719 0.146 -0.076
H 0.872 2.710 2.149 0.320 -0.084 0.253
O -2.091 -2.457 6.718 0.146 1.003 0.011
C -1.938 -6.697 -6.189 -0.302 -1.466 0.310
H -3.282 -3.086 -5.618 -0.409 0.131 -0.613
H 2.599 3.016 4.456 -0.224 0.041 0.015
H 1.558 3.849 -2.005 0.374 0.943 0.042
H -1.069 -8.728 7.101 0.165 -0.101 -0.600
O -1.120 -6.661 7.063 0.547 0.269 0.288
H -2.181 -5.949 -6.944 0.323 0.475 0.492
C 3.104 -1.227 -1.031 0.993 0.869 0.502
H 2.300 8.745 3.454 0.234 -0.429 0.039
H -0.117 2.111 -8.315 -0.156 0.054 -0.011
C -0.883 -4.449 -0.964 -0.641 -0.149 1.313
H -2.365 -2.990 7.468 -0.093 0.160 0.055
H 0.093 4.059 -1.160 -0.446 0.587 -0.171
H 3.558 3.566 0.414 0.099 0.229 -0.013
C -0.033 6.134 1.634 1.531 -0.057 0.098
H 6.144 8.185 2.003 -0.481 0.116 -0.454
C -2.887 -2.147 -5.230 0.700 -1.888 0.184
H 0.788 6.477 2.264 -0.031 -0.218 0.418
C -1.535 -4.553 2.223 -0.619 0.750 -1.426
H -1.786 3.652 -3.421 0.084 0.096 -0.016
H 0.447 3.336 -3.727 -0.159 -1.868 -1.921
C 0.279 -6.675 6.720 -0.201 -0.281 0.278
H 1.932 0.218 3.441 -0.406 -0.093 0.194
H 1.984 6.050 -5.798 0.260 -0.207 0.178
C 0.768 1.749 -7.792 -1.008 1.363 -1.955
N 5.847 5.576 2.599 0.233 1.279 -2.100
H 3.144 0.489 -4.980 0.128 0.453 -0.105
H 0.865 -1.827 4.175 0.380 -0.588 -0.545
O 0.841 2.499 -6.613 0.379 -1.281 0.723
O 0.126 -5.502 -4.812 -1.314 -0.503 0.363
H -0.902 -2.867 5.055 -0.847 -0.570 -0.179
H -0.988 -7.201 -6.368 -0.084 0.200 -0.315
N 0.115 2.849 -2.907 -0.300 0.024 0.799
H 2.778 4.682 5.164 0.644 -0.615 0.406
H 5.517 4.652 2.838 -0.052 0.184 1.136
H 4.381 5.451 0.997 -0.597 0.554 0.241
C -2.748 -7.953 5.810 1.261 -0.227 0.264
H -0.265 -4.099 -0.138 0.761 0.613 -0.693
H -3.581 -7.271 5.980 0.052 0.601 -0.024
H 5.736 6.513 0.631 0.233 -0.139 0.072
H 7.111 4.311 0.578 -0.035 -0.220 0.260
H 0.572 -5.524 -2.100 -0.006 -0.230 -0.125
H 3.186 10.215 3.453 0.191 0.158 -0.350
C 1.631 -1.280 4.724 -1.759 1.191 -0.345
H -2.073 2.682 -5.919 0.330 0.329 0.233
C -1.761 -7.001 2.181 0.683 1.287 1.985
H -5.874 -3.394 3.080 -0.153 -0.087 -0.367
H -3.666 -1.027 0.705 0.020 -0.719 0.196
H 2.014 0.084 -6.253 0.041 -0.180 -0.071
O -0.247 0.020 -1.230 0.088 -0.645 -4.397
O 4.185 8.629 2.521 -3.613 0.805 -0.497
H -2.155 -4.392 1.342 -0.680 0.060 -0.203
H -1.713 2.779 -1.881 0.041 0.234 0.127
N -1.919 -7.672 4.630 -1.210 0.661 -1.379
H -1.228 -6.979 4.879 -0.138 0.218 -0.075
C -1.374 2.777 -2.917 0.919 -0.533 -0.240
H 0.497 -7.236 5.811 -0.232 0.036 -0.221
C -0.239 -4.812 -2.252 1.817 0.216 1.064
H 2.715 4.566 3.501 0.155 -0.557 -0.667
H 2.921 2.390 -6.660 0.035 0.020 -0.233
C -0.346 0.204 -0.054 0.056 -0.549 5.686
H 3.713 -0.374 -0.732 0.144 0.065 -0.029
H -2.171 -4.329 3.079 0.422 -0.055 0.419
H 0.268 0.833 -4.845 -0.862 -0.037 0.598
C -4.564 -0.637 0.226 -1.433 0.244 1.957
H -4.481 -0.950 -3.603 0.042 0.401 0.026
O -6.162 -1.831 1.805 -0.131 -0.447 -0.336
H -6.600 -0.076 0.899 -0.141 -0.350 -0.187
N -4.963 -1.340 -0.982 -0.320 1.144 1.604
C 4.218 2.749 0.705 -0.541 -0.072 0.525
C -2.703 -7.125 3.438 1.503 -0.579 -0.021
C 0.437 1.762 1.870 2.110 0.937 -5.132
C -5.299 -2.569 2.660 -0.550 0.400 0.256
H -3.029 1.790 -3.408 -0.509 -0.576 -0.871
O 2.436 -0.461 3.895 1.174 -0.807 -0.001
H 2.465 -1.375 -0.160 -0.763 -0.306 -0.530
O 1.542 1.698 -0.250 0.770 0.638 -1.945
C 3.304 9.142 3.603 0.269 0.565 -1.443
C 0.996 -0.932 -4.066 -0.442 -1.619 -0.280
H -1.848 0.660 -2.823 0.274 0.207 0.144
H -1.572 -1.502 0.660 -0.102 0.129 -0.126
Cu 1.443 1.136 -2.222 -1.877 -0.270 -0.856
C 2.322 4.068 4.387 0.868 1.983 0.456
C 6.024 4.320 0.503 0.152 1.458 -0.333
C 0.501 4.057 -2.171 0.708 -0.844 0.569
H 3.567 9.098 4.660 0.747 -0.942 -0.171
H -4.197 0.358 -0.024 -0.578 0.436 -0.116
H -1.685 1.174 -6.677 -0.589 -0.018 -0.330
H 0.618 -5.646 6.603 -0.271 0.003 -0.068
C -2.190 1.604 -5.812 0.142 0.878 -1.911
H 0.970 -0.600 5.262 0.154 -0.001 0.911
H 3.724 2.232 1.528 0.147 0.282 0.433
H 2.115 3.020 -5.220 0.360 -0.275 0.324
H 0.118 -1.000 -3.424 0.040 -0.389 0.109
H 4.132 1.985 -0.067 0.859 0.092 -0.616
H 0.363 5.275 1.093 -0.204 -0.518 0.150
H -0.736 -3.835 2.037 0.044 0.211 0.815
H -4.853 -2.619 -3.499 -0.763 -0.215 1.291
H 2.019 6.918 -4.246 0.299 -0.511 0.494
C -0.331 1.073 2.725 -1.337 -0.515 2.447
O -1.809 -0.936 2.991 1.494 1.774 1.033
C 2.226 -1.667 -3.371 -0.693 2.519 -0.394
H -5.059 -1.958 3.530 0.575 0.194 0.004
H -5.377 -2.212 -0.685 -0.282 -0.132 -0.075
K -2.570 0.523 5.569 0.542 -0.427 -0.535
H -3.004 -0.844 -1.686 -0.172 0.039 0.363
O 0.935 5.100 -4.380 -0.562 -1.342 2.714
O -2.942 -2.330 -3.807 0.816 1.754 -0.529
C -5.734 -0.582 1.327 1.423 0.510 -1.363
O 5.512 3.160 1.107 -0.384 -0.688 -0.044
H -0.922 -7.652 2.428 -0.603 -1.049 -0.914
C -1.793 -7.913 7.069 -0.558 -0.639 -1.124
H 0.244 -3.908 -2.624 -0.349 -0.020 -0.832
H -3.271 1.468 -5.832 -0.062 -0.716 0.246
H 3.105 -1.571 -4.009 0.050 -0.459 -0.136
```
Positions in Å, forces in eV/Å.